# C38H60Br3ClN6O3P

A cluster of 6 separate species, C38H60Br3ClN6O3P in total (ωB97M-V/def2-TZVPD, OMol25).

Structure (XYZ):
```
112
Properties=species:S:1:pos:R:3:lowdin_charge:R:1
C -0.86054 -3.73397 1.93458 -0.05
C -0.24177 -5.05461 1.56160 -0.52
O 0.54986 -5.63889 2.24881 0.12
O -0.57531 -5.54224 0.33409 -0.01
C -1.95781 -5.45105 -0.05058 -0.17
C -2.21715 -4.39840 -1.12553 -0.17
C -3.65625 -3.86335 -1.07816 -0.19
C -3.92236 -2.97157 0.14868 -0.20
C -4.89577 -1.81316 -0.14418 -0.19
C -4.13171 -0.54583 -0.55893 -0.21
C -3.92501 0.38575 0.62939 -0.16
C -3.08502 1.65887 0.34457 -0.14
C -1.85801 1.34298 -0.43766 -0.18
C -1.90686 1.27100 -1.83556 0.03
C -0.80244 0.94000 -2.55114 -0.10
N 0.36825 0.66460 -1.94427 -0.15
P 1.86072 0.21891 -2.90206 0.64
O 1.28767 -1.12357 -3.57273 -0.35
Br 1.53666 1.59981 -4.58820 0.52
C 0.47252 0.72382 -0.59469 -0.38
C 1.76600 0.45906 0.05400 -0.79
Br 2.59729 2.04265 0.64090 0.87
C 2.29640 -0.73772 0.29022 -0.73
C 3.56637 -1.04304 1.00152 -0.12
Br 1.34831 -2.26290 -0.30874 0.92
C -0.62433 1.07316 0.16037 -0.51
Cl -0.42352 1.16317 1.85312 0.83
H -0.17674 -3.21405 2.59881 0.06
H -1.00292 -3.12542 1.04570 0.02
H -1.80938 -3.85977 2.44841 0.08
H -2.21355 -6.43132 -0.44964 0.13
H -2.59404 -5.28924 0.81945 0.12
H -1.51738 -3.56803 -1.01049 0.08
H -2.03903 -4.85504 -2.09991 0.11
H -4.33366 -4.71839 -1.04603 0.12
H -3.82528 -3.28001 -1.98361 0.11
H -4.27504 -3.55455 0.99775 0.11
H -2.97129 -2.51860 0.44019 0.08
H -5.56757 -2.11480 -0.94781 0.11
H -5.49277 -1.61723 0.74634 0.11
H -3.17547 -0.86940 -0.97937 0.10
H -4.68080 -0.03321 -1.35433 0.12
H -3.45426 -0.17421 1.44016 0.10
H -4.90795 0.72915 0.94961 0.13
H -3.68917 2.36358 -0.22630 0.13
H -2.81380 2.08890 1.30523 0.10
H -2.84015 1.48560 -2.33440 0.14
H -0.83676 0.87187 -3.62647 0.09
H 1.87692 -1.86483 -3.36786 0.05
H 4.34944 -1.32294 0.29615 0.10
H 3.41280 -1.87770 1.68417 0.08
H 3.90084 -0.19065 1.58670 0.06
C -2.32196 -0.53462 7.18218 -0.10
C -0.95460 -0.98302 6.67961 -0.27
C -0.61776 -0.46820 5.27884 -0.20
C -1.54808 -0.99660 4.28491 -0.24
N -2.18840 -1.53562 3.49980 0.17
H -3.12667 -0.91445 6.54948 0.07
H -2.49604 -0.90533 8.19143 0.08
H -2.39639 0.55446 7.20800 0.08
H -0.89566 -2.07115 6.67721 0.09
H -0.17957 -0.63209 7.35942 0.10
H 0.38412 -0.79586 4.99555 0.10
H -0.63002 0.62305 5.24196 0.10
C 3.74115 4.99001 3.12688 -0.11
C 3.33685 5.11548 4.59138 -0.25
C 3.40687 3.77915 5.34117 -0.18
C 2.50734 2.78683 4.75468 -0.22
N 1.78675 2.02178 4.29400 0.15
H 3.06293 4.31013 2.60689 0.03
H 3.70015 5.95709 2.62803 0.08
H 4.75695 4.60279 3.02776 0.08
H 2.32226 5.51089 4.66070 0.11
H 3.99089 5.82735 5.09553 0.11
H 3.12747 3.90716 6.38728 0.12
H 4.42089 3.37665 5.31522 0.12
C 1.73491 5.23462 -5.05502 -0.13
C 1.38766 5.92845 -6.36704 -0.26
C 2.40287 7.01315 -6.74034 -0.19
C 2.46491 8.05358 -5.71404 -0.24
N 2.48908 8.87011 -4.90897 0.15
H 1.72290 5.93850 -4.22145 0.07
H 1.01186 4.44911 -4.82924 0.01
H 2.72639 4.77921 -5.10360 0.07
H 0.39299 6.37311 -6.29435 0.11
H 1.35696 5.19891 -7.17621 0.07
H 2.13678 7.48132 -7.68798 0.12
H 3.39748 6.57862 -6.85317 0.12
C 0.55262 -6.05121 6.88665 -0.10
C 0.23093 -5.39213 5.55079 -0.26
C 1.36770 -4.50157 5.03680 -0.19
C 1.66236 -3.40587 5.96413 -0.22
N 1.86052 -2.54130 6.69375 0.17
H 0.70443 -5.30903 7.67197 0.07
H -0.26483 -6.69974 7.19956 0.07
H 1.45559 -6.66006 6.81680 0.08
H -0.67906 -4.79451 5.64349 0.11
H 0.03413 -6.15380 4.79607 0.10
H 1.10004 -4.07096 4.07054 0.08
H 2.27890 -5.08560 4.89806 0.13
C 0.64832 1.48109 -10.68642 -0.10
C 0.76781 0.77462 -9.34186 -0.26
C 0.83078 1.75210 -8.16192 -0.21
C 1.98945 2.64106 -8.23886 -0.25
N 2.89650 3.34109 -8.29852 0.17
H 1.51898 2.10747 -10.88381 0.07
H 0.57495 0.75476 -11.49455 0.08
H -0.24058 2.11343 -10.72165 0.08
H 1.65931 0.14524 -9.33385 0.11
H -0.08939 0.11587 -9.19374 0.11
H 0.90608 1.22065 -7.21123 0.03
H -0.06906 2.37064 -8.13059 0.12
```

The gap between HOMO and LUMO is 8.27 eV. For the highest occupied orbital energy, the calculation gives -12.335 eV. Its net charge is +1.